# 1
An isolated molecule of CHN3O4S in a non-equilibrium geometry, computed with ωB97M-V with the def2-TZVPD basis set.

Its net charge is 0. Its spin multiplicity is 1. The energy relative to the best compared isomer or geometry (same formula, charge and spin) is 159.8 kJ/mol.

Last column: Mulliken charge in e.
CARTESIAN COORDINATES (ANGSTROEM)
C  0.85236  0.54572  1.18604  0.601
N  1.46256  1.21985  1.98697  -0.389
N  0.37489  -0.36505  0.55152  -0.256
N  -0.25171  2.17636  4.07726  0.803
O  -0.70242  3.20299  4.44855  -0.489
O  -0.78276  1.10307  4.19384  -0.516
O  1.87407  3.44446  3.03241  -0.453
O  0.04379  -0.41810  -0.75025  -0.285
S  1.59853  2.07664  3.51039  0.639
H  -0.33327  -1.23128  -0.90564  0.344

=====

# 2
A cluster of 13 separate species, C78H187N13O16 in total in a non-equilibrium geometry, computed with ωB97M-V with the def2-TZVPD basis set.

Its net charge is 0. Its spin multiplicity is 1. The energy relative to the best compared isomer or geometry (same formula, charge and spin) is 353.4 kJ/mol.

Last column: Mulliken charge in e.
CARTESIAN COORDINATES (ANGSTROEM)
C  -0.19255  -3.63323  0.02159  -0.449
C  -1.13463  -3.34198  1.19942  0.655
C  -0.53685  -3.78225  2.57697  -0.964
O  -0.71511  -5.14662  2.69750  -0.448
C  -0.37191  -5.60530  4.02764  -0.740
N  -1.59488  -1.98575  1.04999  0.867
H  0.15777  -4.66337  0.08633  0.743
H  0.60230  -2.89045  -0.04625  -0.534
H  -0.75442  -3.55321  -0.90899  -0.024
H  -2.02444  -3.90884  0.92552  0.356
H  -1.13727  -3.39798  3.40155  0.584
H  0.47284  -3.39150  2.70319  0.311
H  -0.69024  -6.63303  4.20239  0.334
H  -0.86549  -5.00786  4.79415  0.311
H  0.70661  -5.59624  4.18523  0.196
H  -0.80314  -1.36938  1.16540  -0.236
H  -1.75287  -2.06135  0.05529  -0.346
C  1.36607  -3.14181  -7.97810  -1.218
C  2.67892  -3.50499  -7.20644  1.388
C  2.54078  -4.82643  -6.53825  -0.985
O  1.62890  -4.70979  -5.49696  -0.387
C  2.05441  -4.16032  -4.27017  -0.205
N  3.81929  -3.42083  -8.13790  -0.763
H  0.50789  -3.17604  -7.30693  0.301
H  1.17107  -3.76569  -8.85036  0.310
H  1.62052  -2.13672  -8.31447  0.331
H  2.83516  -2.82391  -6.36987  -0.530
H  3.50997  -5.12822  -6.14115  0.385
H  2.25807  -5.61102  -7.24008  0.428
H  2.85864  -4.78773  -3.88592  0.360
H  1.26035  -4.33903  -3.54517  0.218
H  2.30831  -3.10035  -4.28146  -0.170
H  3.66855  -2.67187  -8.79852  0.298
H  3.70874  -4.25021  -8.70359  0.281
C  -6.74942  -2.37400  -5.73678  -1.466
C  -5.52649  -3.24294  -5.60922  1.903
C  -5.86055  -4.63182  -4.97609  -1.123
O  -6.48698  -4.37869  -3.71124  -0.112
C  -7.02986  -5.42579  -2.96904  -0.808
N  -4.92133  -3.41971  -6.94107  -0.542
H  -7.07123  -2.03432  -4.75232  0.296
H  -7.61297  -2.87357  -6.17589  0.420
H  -6.61477  -1.43741  -6.27785  0.277
H  -4.78347  -2.74316  -4.98773  -1.001
H  -4.92508  -5.19067  -5.00220  0.414
H  -6.54024  -5.12803  -5.66883  0.457
H  -7.87832  -5.86554  -3.49329  0.339
H  -7.38345  -5.14824  -1.97605  0.113
H  -6.30277  -6.22384  -2.81884  0.357
H  -5.54093  -3.93368  -7.55103  0.256
H  -4.10047  -3.97558  -6.74798  0.250
C  3.51691  -3.53888  -1.03457  -0.572
C  3.44360  -4.88238  -0.30796  0.090
C  3.10447  -4.77785  1.18445  0.017
O  4.25686  -4.15220  1.79545  -0.397
C  3.98340  -3.48687  3.00560  -0.671
N  2.42711  -5.72122  -0.96568  -0.462
H  3.94423  -3.66416  -2.02945  0.641
H  4.10137  -2.87302  -0.39963  -0.142
H  2.52679  -3.08358  -1.05565  -0.321
H  4.36134  -5.46560  -0.38342  0.486
H  2.96716  -5.73345  1.69049  0.497
H  2.26011  -4.10095  1.31470  -0.400
H  3.35194  -2.60970  3.14680  0.138
H  4.96129  -3.27289  3.43692  0.255
H  3.51181  -4.24733  3.62801  0.468
H  2.22490  -6.54329  -0.41487  0.213
H  2.66845  -6.08537  -1.87631  0.212
C  -0.54879  4.38531  -0.13411  -0.930
C  -0.28311  4.84798  1.31287  0.341
C  0.61002  6.13386  1.30265  -1.225
O  1.84933  5.76325  0.63477  0.053
C  2.64382  6.90069  0.36109  -0.939
N  -1.50576  5.20169  1.95974  -0.451
H  0.35798  4.64787  -0.67903  0.748
H  -1.33612  5.00051  -0.56969  0.092
H  -0.76793  3.32154  -0.22607  -0.294
H  0.22521  4.07858  1.89401  0.293
H  0.72948  6.44400  2.34075  0.425
H  0.07576  6.92529  0.77700  0.493
H  2.98686  7.27407  1.32598  0.329
H  2.02102  7.58169  -0.21896  0.358
H  3.53656  6.63358  -0.20438  0.218
H  -1.28440  5.23909  2.94448  0.324
H  -1.75402  6.13988  1.68000  0.284
C  4.94927  0.34943  -3.48342  -0.785
C  3.55166  0.53418  -2.82715  1.992
C  3.14177  1.97520  -2.66191  -0.411
O  3.92908  2.62296  -1.67474  -0.421
C  3.32466  3.71636  -0.94239  -0.596
N  2.60774  -0.06235  -3.80462  -0.714
H  5.16349  0.93422  -4.37798  0.334
H  5.03394  -0.71878  -3.68311  0.496
H  5.66962  0.72926  -2.75890  -0.321
H  3.38327  -0.06794  -1.93428  -1.151
H  2.10260  2.07295  -2.34780  -0.227
H  3.28901  2.53978  -3.58260  0.540
H  2.33605  3.48065  -0.54843  -0.026
H  3.14809  4.54677  -1.62602  0.539
H  3.93837  4.07614  -0.11654  0.300
H  1.78127  -0.17678  -3.23546  0.190
H  2.94679  -0.94291  -4.16483  -0.020
C  -5.35162  -4.14786  6.34922  -0.858
O  -5.03226  -3.84736  5.01442  -0.194
C  -4.33983  -4.80297  4.24142  -0.760
C  -4.20989  -4.18548  2.76720  0.364
N  -5.55233  -3.98557  2.17036  -0.283
C  -5.57824  -3.37954  0.93050  -0.168
C  -6.93279  -2.76410  0.55600  -0.826
O  -7.32042  -1.83641  1.62477  -0.308
C  -8.39381  -1.00656  1.32147  -0.687
H  -5.85969  -5.10675  6.45176  0.315
H  -6.03927  -3.40139  6.74673  0.240
H  -4.44790  -4.24196  6.95134  0.298
H  -4.87297  -5.75291  4.20269  0.402
H  -3.33938  -4.96413  4.64294  0.324
H  -3.64165  -4.89820  2.16950  0.257
H  -3.63931  -3.26115  2.85752  -0.280
H  -6.16739  -3.40841  2.72596  0.371
H  -5.24581  -4.06982  0.15519  0.202
H  -4.88486  -2.53899  0.90202  -0.103
H  -7.67931  -3.54741  0.42477  0.506
H  -6.92907  -2.27711  -0.41916  0.546
H  -8.79880  -0.65490  2.27037  0.262
H  -9.17055  -1.52761  0.76176  0.347
H  -8.13678  -0.09760  0.77756  0.135
C  -1.45126  -0.19182  3.84359  -0.103
O  -1.33303  0.54335  5.00454  -0.452
C  -2.22198  1.66272  5.03584  0.201
C  -2.49408  2.12244  6.41965  -1.078
N  -1.31356  2.60893  7.12081  -0.161
C  -1.45602  2.74285  8.60079  -0.686
C  -0.21314  3.27022  9.27027  0.233
O  -0.05952  2.98577  10.61433  -0.354
C  1.16609  3.57592  11.16010  -0.438
H  -2.35918  -0.79441  3.81792  0.251
H  -0.67162  -0.95163  3.78920  0.091
H  -1.38209  0.42999  2.95102  0.042
H  -3.18666  1.43011  4.58485  0.245
H  -1.84658  2.42274  4.35060  0.081
H  -2.99128  1.29677  6.92871  0.324
H  -3.20085  2.95106  6.46409  0.404
H  -0.49989  2.18044  6.70312  0.193
H  -1.79842  1.78375  8.98939  0.364
H  -2.29854  3.38577  8.85560  0.267
H  -0.23516  4.34449  9.08708  0.290
H  0.66928  3.00679  8.68714  -0.192
H  0.98916  3.44955  12.22819  0.270
H  1.18977  4.65462  11.00530  0.317
H  2.06009  3.11673  10.73819  0.020
C  1.62207  -0.45034  2.08337  -0.342
O  0.61914  -0.31583  1.06118  -0.020
C  0.95653  0.66073  0.07608  0.087
C  -0.01348  0.49798  -1.09920  -1.164
N  0.30563  -0.67773  -1.98336  1.015
C  -0.58221  -0.76211  -3.15930  -1.484
C  -2.09287  -0.98693  -2.82806  1.777
O  -2.21001  -2.28532  -2.37386  -0.177
C  -3.51507  -2.65370  -1.98012  -0.483
H  2.59594  -0.69849  1.66135  -0.645
H  1.37105  -1.32586  2.68217  0.044
H  1.67753  0.44087  2.70848  0.452
H  1.99799  0.53485  -0.21991  -0.469
H  0.84389  1.64286  0.53527  0.121
H  0.10052  1.44356  -1.62928  0.796
H  -1.02224  0.49268  -0.68630  0.142
H  0.10550  -1.42131  -1.32980  -0.660
H  -0.02961  -1.55831  -3.65809  0.480
H  -0.57389  0.16779  -3.72791  0.192
H  -2.69275  -0.74732  -3.70603  0.144
H  -2.43640  -0.27022  -2.08212  -0.708
H  -4.34029  -2.59941  -2.69016  0.000
H  -3.76763  -1.97343  -1.16676  -0.093
H  -3.66122  -3.64488  -1.55083  0.299
C  -2.75249  -1.27166  -9.12461  -2.085
C  -2.69676  0.12541  -8.45609  1.931
C  -3.11502  1.09162  -9.55205  -1.487
C  -3.24723  2.49660  -9.01981  -0.724
C  -4.18601  2.49563  -7.82955  -1.453
C  -4.00513  1.47125  -6.69837  1.399
N  -3.59562  0.21391  -7.28510  0.199
O  -3.40865  -0.81830  -6.36863  0.521
C  -2.93025  2.06776  -5.77661  -0.729
C  -5.40554  1.24535  -6.06086  -1.804
C  -1.25448  0.32196  -8.17083  -1.985
H  -2.23659  -1.41738  -10.07367  0.439
H  -3.78388  -1.49594  -9.39668  0.469
H  -2.47068  -2.12974  -8.51438  0.264
H  -2.47082  1.02610  -10.42887  0.486
H  -4.09801  0.73878  -9.86404  0.426
H  -3.56573  3.17272  -9.81324  0.450
H  -2.32723  2.89465  -8.59173  0.372
H  -5.18661  2.32982  -8.22881  0.488
H  -4.28412  3.51419  -7.45401  0.397
H  -2.10551  2.19675  -6.47751  0.450
H  -3.31477  2.96868  -5.29850  0.150
H  -2.56923  1.46915  -4.94027  -0.374
H  -6.08032  0.78473  -6.78239  0.506
H  -5.35631  0.55413  -5.21950  0.146
H  -5.89361  2.19115  -5.82553  0.411
H  -0.91039  1.34024  -7.98968  0.362
H  -0.69551  0.15046  -9.09074  0.503
H  -0.89635  -0.32652  -7.37127  0.287
H  -3.88936  -1.46361  -6.89216  0.054
C  4.90519  0.33131  0.84729  -1.281
C  6.41108  0.53554  0.68570  2.533
C  6.93690  -0.85169  0.20675  -1.093
C  8.28836  -0.87601  -0.41020  -0.974
C  8.49796  0.28074  -1.44754  -1.250
C  8.12528  1.68315  -0.91263  1.525
N  6.75485  1.53825  -0.37968  1.198
O  6.12864  2.75766  -0.11908  -0.722
C  9.13672  2.24570  0.04146  -1.846
C  8.05058  2.58923  -2.16852  -1.731
C  6.98428  0.88503  2.05268  -2.297
H  4.32177  1.24705  0.94298  0.427
H  4.66094  -0.30362  1.69894  0.431
H  4.47072  -0.13029  -0.03942  -0.722
H  6.95279  -1.52684  1.06233  0.407
H  6.22735  -1.30203  -0.48741  0.070
H  8.41184  -1.83643  -0.91065  0.477
H  9.04164  -0.86842  0.37759  0.367
H  7.92546  0.06844  -2.35047  0.307
H  9.56602  0.34419  -1.65569  0.486
H  8.57791  2.90321  0.70743  0.234
H  9.74479  1.46463  0.49783  0.334
H  9.89564  2.82996  -0.47890  0.531
H  8.85785  2.48203  -2.89303  0.459
H  7.18135  2.39868  -2.79799  0.135
H  8.00949  3.63994  -1.88142  0.441
H  6.83318  0.08777  2.78044  0.277
H  6.48095  1.71277  2.55227  0.504
H  8.06786  1.00212  2.06866  0.316
H  5.29482  2.66433  -0.58559  0.460
C  -6.42656  2.82111  1.21569  -2.125
C  -5.08469  2.35570  0.69012  2.063
C  -5.25436  1.01366  -0.11519  0.434
C  -5.76974  1.32910  -1.54496  -1.348
C  -4.88808  2.34305  -2.30316  0.298
C  -4.72113  3.63511  -1.51951  1.215
N  -4.32821  3.30221  -0.15059  1.270
O  -4.10155  4.51048  0.50989  -0.659
C  -3.52295  4.42665  -2.16504  -1.731
C  -6.07267  4.44028  -1.64188  -1.902
C  -4.11212  2.07915  1.88007  -2.575
H  -6.32884  3.74505  1.78567  0.397
H  -7.19067  2.94821  0.44883  0.313
H  -6.85065  2.08051  1.89377  0.430
H  -4.42983  0.30730  -0.21153  -0.252
H  -6.11359  0.52162  0.34058  -0.580
H  -5.61834  0.38677  -2.07144  0.626
H  -6.82117  1.60945  -1.48162  0.480
H  -5.45818  2.50872  -3.21730  0.148
H  -3.92658  1.84103  -2.41085  -0.650
H  -2.60563  3.83823  -2.14517  0.057
H  -3.30902  5.43179  -1.80168  0.383
H  -3.77897  4.60944  -3.20867  0.536
H  -6.32950  4.76144  -2.65133  0.396
H  -6.07863  5.30897  -0.98352  0.426
H  -6.95363  3.93679  -1.24377  0.327
H  -4.42672  1.13752  2.33002  0.909
H  -3.06796  1.94960  1.59537  0.306
H  -4.24962  2.71938  2.75144  0.455
H  -3.30062  4.34101  1.01129  0.171
C  5.35561  -0.18556  6.23984  -1.617
C  4.57037  1.07594  6.44121  2.567
C  3.80467  1.06776  7.75822  -1.791
C  4.64152  1.20944  9.08368  -0.826
C  5.35892  2.53163  8.99339  -1.182
C  6.26522  2.68633  7.71137  1.604
N  5.43899  2.25286  6.51568  0.101
O  6.09193  2.41955  5.29559  -0.325
C  6.60635  4.18260  7.52680  -2.004
C  7.55615  1.84693  7.77255  -1.589
C  3.49377  1.20498  5.36889  -2.253
H  4.73705  -1.08236  6.27507  0.383
H  6.16200  -0.39029  6.94405  0.329
H  5.84221  -0.11179  5.26728  0.149
H  3.12698  1.92118  7.73514  0.508
H  3.18453  0.17149  7.77343  0.535
H  5.32320  0.36424  9.17880  0.407
H  4.00539  1.20139  9.96876  0.396
H  5.92139  2.57147  9.92621  0.355
H  4.59331  3.30660  8.95673  0.419
H  7.22730  4.34783  6.64634  0.453
H  5.78071  4.89408  7.54170  0.370
H  7.16744  4.58326  8.37104  0.452
H  8.25668  2.38948  8.40737  0.431
H  7.27034  0.88835  8.20561  0.361
H  7.99026  1.57448  6.81057  0.245
H  3.88275  0.96902  4.37837  0.172
H  2.92227  2.12960  5.45002  0.582
H  2.78697  0.39198  5.53492  0.430
H  5.69290  3.24180  5.00186  0.339

=====

What did the first record say?
An isolated molecule of CHN3O4S in a non-equilibrium geometry, computed with ωB97M-V with the def2-TZVPD basis set.

Its net charge is 0. Its spin multiplicity is 1. The energy relative to the best compared isomer or geometry (same formula, charge and spin) is 159.8 kJ/mol.

Last column: Mulliken charge in e.
CARTESIAN COORDINATES (ANGSTROEM)
C  0.85236  0.54572  1.18604  0.601
N  1.46256  1.21985  1.98697  -0.389
N  0.37489  -0.36505  0.55152  -0.256
N  -0.25171  2.17636  4.07726  0.803
O  -0.70242  3.20299  4.44855  -0.489
O  -0.78276  1.10307  4.19384  -0.516
O  1.87407  3.44446  3.03241  -0.453
O  0.04379  -0.41810  -0.75025  -0.285
S  1.59853  2.07664  3.51039  0.639
H  -0.33327  -1.23128  -0.90564  0.344

=====

> Which value of energy relative to the best compared isomer or geometry (same formula, charge and spin) does entry 2 give?

353.4 kJ/mol